2 unconnected molecules or ions with the total composition C5H12NO2S2. Source: the OMol25 dataset; level of theory: ωB97M-V/def2-TZVPD.

The geometry in XYZ format:
```
22
C5H12NO2S2, DFT ωB97M-V/def2-TZVPD
C 1.0749 0.3356 -0.3511
C 3.1291 1.0585 0.7077
C 2.3312 1.1517 -0.7163
C -2.9383 0.7881 0.9041
C 0.3617 -1.8458 0.0684
N -3.1106 -0.7210 0.6038
O -0.0730 0.7052 -0.3922
O 1.3438 -1.0068 -0.2934
S -3.1659 1.5118 -0.5675
S -1.0667 -2.0730 -1.2012
H 3.3129 2.0412 1.0499
H 2.4976 0.5246 1.4723
H 4.0060 0.4699 0.4807
H 2.0103 2.2145 -0.9734
H 2.9012 0.7502 -1.5114
H -0.0075 -1.5475 1.1191
H 0.6561 -2.8588 -0.1569
H -2.2430 -1.0114 0.2136
H -3.2379 -1.1925 1.4564
H -3.8906 -0.9582 -0.0109
H -2.9461 2.6796 0.0851
H -0.9452 -1.0159 -1.9867
```

Summary:
molecular weight	182.29	g mol⁻¹
HOMO-LUMO gap	8.50	eV
E_HOMO	-13.26	eV
total charge	+1

Here are the Mulliken charges for atoms 1 to 6, given in e:
1. C 0.3921
2. C -0.9247
3. C -0.3208
4. C -0.1195
5. C -0.2489
6. N -0.0839